1.
Entry from OMol25: a 8-piece molecular cluster, C28H48N8 overall (ωB97M-V/def2-TZVPD).

```
84
Properties=species:S:1:pos:R:3:forces:R:3
C 2.184 1.728 5.482 0.7 0.2 -0.5
C 2.422 0.994 4.242 -0.7 -0.6 0.0
N 2.577 0.395 3.274 0.1 0.2 0.1
H 1.649 2.644 5.232 0.1 0.0 0.2
H 3.203 1.960 5.794 -0.2 0.3 0.6
H 1.642 1.176 6.250 0.2 -0.2 -0.3
C -1.147 -2.194 -5.263 -0.4 -0.1 0.2
C -0.855 -2.049 -6.691 0.7 -0.2 -0.7
N -0.598 -2.012 -7.819 -0.4 0.1 1.2
H -1.567 -3.182 -5.077 -0.2 0.0 -0.2
H -1.887 -1.458 -4.948 0.0 0.0 -0.1
H -0.295 -2.130 -4.585 0.3 0.3 -0.5
C -6.219 2.474 -3.088 -0.5 1.7 1.0
C -4.998 2.694 -2.179 0.7 -2.5 -1.0
C -4.693 1.359 -1.407 -0.6 0.6 0.6
C -4.589 0.195 -2.284 0.2 1.6 0.9
N -4.515 -0.693 -2.986 0.1 -1.4 -1.1
H -7.095 2.347 -2.452 -0.1 -0.6 0.0
H -6.167 1.704 -3.857 0.3 0.1 0.3
H -6.449 3.446 -3.524 0.1 -0.1 -0.6
H -5.026 3.569 -1.529 -0.2 -0.3 0.0
H -4.124 2.749 -2.826 0.1 0.7 -0.1
H -5.507 1.098 -0.731 -0.2 0.2 0.2
H -3.809 1.458 -0.777 0.2 -0.1 -0.2
C 0.050 -5.098 -2.934 0.1 -0.1 0.8
C 0.626 -4.635 -1.558 -0.4 0.2 -1.3
C 2.067 -4.202 -1.715 1.0 -0.1 -0.1
C 2.323 -3.087 -2.647 -0.2 1.1 -0.2
N 2.517 -2.186 -3.350 -0.3 -1.0 0.7
H -0.979 -5.456 -2.909 -0.1 0.2 0.3
H 0.635 -5.953 -3.272 0.2 0.0 -0.1
H 0.112 -4.321 -3.697 0.1 0.1 0.1
H 0.607 -5.438 -0.821 -0.1 0.0 -0.1
H 0.133 -3.759 -1.135 -0.6 -0.3 0.0
H 2.695 -5.003 -2.104 0.0 -0.3 0.1
H 2.443 -3.948 -0.724 0.3 0.3 -0.1
C 5.553 -4.130 3.522 0.0 0.4 -0.2
C 6.029 -2.717 3.142 1.5 -1.0 0.4
C 5.094 -1.616 2.781 -1.6 -0.2 0.4
C 4.132 -2.078 1.776 -0.5 -0.1 -1.0
N 3.421 -2.499 0.968 0.6 0.4 0.8
H 5.106 -4.176 4.515 -0.4 0.2 -0.1
H 6.437 -4.759 3.629 0.0 -0.1 -0.3
H 4.887 -4.554 2.770 0.0 -0.1 0.1
H 6.709 -2.772 2.292 0.4 -0.4 0.2
H 6.589 -2.397 4.021 0.4 0.3 -0.2
H 5.643 -0.744 2.424 -0.2 0.0 0.0
H 4.498 -1.368 3.659 -0.1 0.4 -0.1
C -0.793 1.957 3.422 -0.7 -0.3 0.4
C -1.328 0.986 4.517 -0.2 0.6 -0.2
C -1.434 1.589 5.946 0.7 -1.1 -0.7
C -2.250 2.769 5.983 -1.1 2.2 -0.2
N -2.915 3.721 5.981 0.9 -1.3 0.0
H 0.286 2.107 3.385 0.0 -0.3 0.3
H -1.246 2.940 3.554 -0.1 0.0 -0.1
H -1.078 1.584 2.438 -0.1 0.0 0.0
H -0.771 0.049 4.498 0.2 0.1 0.3
H -2.362 0.681 4.358 0.0 0.1 -0.8
H -0.427 1.785 6.314 -0.3 0.1 0.5
H -1.984 0.861 6.542 0.5 -0.2 0.4
C 0.163 6.276 -2.281 -0.8 0.5 -0.1
C 0.806 4.945 -2.484 1.1 0.0 0.7
C -0.171 3.810 -2.710 -0.3 -0.7 0.8
C -1.133 3.611 -1.587 0.1 0.6 -0.7
N -1.868 3.448 -0.720 0.0 -0.1 0.0
H 0.849 7.123 -2.284 0.1 -0.2 0.0
H -0.352 6.276 -1.320 -0.2 0.2 -0.1
H -0.565 6.428 -3.078 -0.2 0.3 0.1
H 1.374 4.763 -1.572 0.2 -0.4 0.0
H 1.550 4.997 -3.279 -0.2 -0.3 -0.2
H 0.340 2.847 -2.695 0.3 0.0 -0.5
H -0.700 3.917 -3.657 -0.2 -0.1 0.1
C -1.151 -1.136 -1.759 0.4 0.8 -0.4
C -0.417 -0.136 -0.835 0.0 -1.0 0.3
C 0.407 -0.864 0.287 -0.8 0.9 0.5
C -0.408 -1.781 1.129 -1.7 -2.4 1.8
N -1.038 -2.497 1.837 2.2 2.6 -2.6
H -1.637 -0.633 -2.596 -0.3 0.3 0.3
H -1.901 -1.715 -1.220 0.1 0.0 0.0
H -0.457 -1.785 -2.292 0.2 -0.3 0.5
H -1.115 0.545 -0.347 -0.3 -0.2 0.1
H 0.227 0.566 -1.364 0.3 -0.4 -0.2
H 0.684 -0.091 1.004 0.3 0.1 0.1
H 1.356 -1.318 0.000 -0.3 -0.3 -0.3
```
Forces are in eV/Å.

## Properties
Total charge: 0
HOMO level, eV: -11.06
SMILES: CCCC#N.CCCC#N.CCCC#N.CCCC#N.CCCC#N.CCCC#N.CC#N.CC#N
Orbital gap, eV: 11.22

***

2.
Entry from OMol25: C9H6O3 as an isolated structure (ωB97M-V/def2-TZVPD).

```
18
Properties=species:S:1:pos:R:3:forces:R:3
C -0.761 1.655 -0.116 0.6 -0.9 -4.4
C -0.617 1.693 -1.540 1.2 -0.1 0.6
C 0.286 0.875 -2.244 -0.4 -1.4 -2.2
C 0.940 -0.068 -1.524 2.0 -2.9 -3.6
C 0.668 -0.391 -0.221 1.4 -4.4 0.9
C 0.999 -1.786 0.459 2.9 1.0 -0.9
C 0.550 -2.153 1.718 -0.4 4.5 -4.9
C -0.356 -1.036 2.342 2.1 -0.4 -3.7
C -0.126 0.423 0.432 -5.8 5.3 3.5
H -2.405 2.088 1.127 3.5 2.8 -3.7
H -1.117 2.383 -2.163 -1.0 1.0 0.0
H 0.364 0.498 -3.462 -0.6 2.5 3.5
H 1.476 -0.768 -2.292 -0.4 0.7 2.4
H 2.011 -2.270 -0.144 -3.3 0.9 2.0
H 1.108 -2.899 2.204 -0.3 -0.9 1.2
O -1.667 2.663 0.278 -2.1 -4.8 5.0
O -0.589 -1.090 3.455 -1.7 -0.4 5.6
O -0.766 0.183 1.689 2.4 -2.6 -1.3
```
Forces are in eV/Å.

## Properties
Total charge: 0
HOMO level, eV: -8.89
Relative energy (zero: lowest compared OMol25 entry of this formula, charge and spin), eV: 5.318
Orbital gap, eV: 8.90

***

3.
Entry from OMol25: C19H41BaN2O25P4 as an isolated structure (ωB97M-V/def2-TZVPD).

```
92
Properties=species:S:1:pos:R:3:forces:R:3
Ba 0.095 -0.301 -0.084 0.1 0.0 -0.2
C -2.228 3.686 1.118 2.3 -1.5 -0.8
C -2.882 4.065 2.278 -1.3 2.7 0.4
C -2.768 3.245 3.553 -0.9 -0.5 2.1
O -3.329 3.563 4.624 0.1 0.6 -1.2
C -2.056 2.042 3.508 1.8 -1.8 -2.4
C -1.352 1.611 2.339 -0.7 2.5 0.6
C -1.295 2.614 1.090 -2.6 0.3 1.1
O -0.593 2.301 0.108 0.9 -0.4 -0.5
O -0.696 0.561 2.207 0.4 -0.9 0.2
O -3.525 5.147 2.288 0.2 -1.1 0.5
H -2.244 4.401 0.306 -0.1 -0.1 -0.2
H -2.070 1.300 4.295 -0.2 0.3 0.4
N 0.093 -1.639 -3.375 1.7 1.0 1.3
O -0.699 -0.821 -2.858 -1.3 0.4 -0.6
O 0.205 -1.784 -4.595 -0.5 -0.3 0.1
O 0.886 -2.175 -2.559 0.1 -0.9 -0.6
C 3.852 -3.436 -0.436 -1.8 0.2 -0.5
N 3.423 -2.358 0.502 1.0 0.2 0.4
O 2.267 -2.003 0.452 0.2 -0.5 0.1
O 4.292 -1.862 1.192 -0.3 -0.1 0.1
H 4.507 -4.195 -0.029 0.3 0.5 0.3
H 4.227 -2.869 -1.285 0.2 -0.4 -0.1
H 2.875 -3.855 -0.683 0.4 -0.3 -0.5
C 2.063 3.623 2.533 -0.8 0.5 0.0
O 3.274 2.903 2.274 0.2 0.4 0.2
P 3.291 1.327 2.325 -0.5 -1.2 1.1
O 2.272 0.659 1.503 0.8 0.5 0.1
O 4.815 1.011 1.989 -0.8 0.5 -0.3
C 5.825 1.545 2.835 -0.1 0.4 1.1
O 3.191 0.878 3.894 0.0 0.7 -1.8
C 1.874 0.986 4.500 0.6 -0.1 0.8
H 1.970 4.460 1.843 0.1 -0.3 -0.4
H 2.044 4.105 3.512 0.4 -0.5 0.2
H 1.196 2.967 2.440 -0.1 0.1 -0.1
H 6.664 1.929 2.259 0.1 -0.7 -0.2
H 6.036 0.782 3.585 0.6 0.0 -0.3
H 5.516 2.413 3.427 -0.5 0.0 -0.3
H 1.871 0.174 5.225 -0.3 0.0 0.0
H 1.024 0.900 3.823 0.2 -0.1 -0.3
H 1.865 1.927 5.052 -0.3 0.0 -0.1
C -4.107 -4.992 0.391 0.3 0.2 0.7
O -3.134 -3.946 0.352 1.2 -0.4 -0.3
P -1.606 -4.166 -0.123 -0.8 1.0 0.5
O -0.847 -2.938 0.139 -0.1 -0.6 -0.3
O -1.111 -5.424 0.707 -0.9 -0.4 -0.7
C 0.152 -6.063 0.473 0.3 1.1 0.1
O -1.702 -4.661 -1.635 0.3 0.0 0.8
C -2.265 -3.736 -2.584 -0.2 0.1 -0.7
H -4.592 -4.882 1.362 -0.3 0.0 -0.2
H -3.648 -5.981 0.408 0.0 0.0 -0.4
H -4.821 -4.839 -0.416 0.0 -0.3 -0.1
H 0.746 -5.759 1.335 0.3 -0.4 -0.1
H 0.607 -5.649 -0.428 0.1 -0.2 0.0
H 0.046 -7.141 0.388 -0.2 0.1 0.1
H -1.564 -3.542 -3.394 0.2 -0.2 0.2
H -2.537 -2.764 -2.170 0.1 -0.1 0.3
H -3.140 -4.237 -3.000 -0.1 0.1 0.0
C -5.311 -1.576 -0.950 1.4 0.1 1.6
O -4.716 -0.361 -1.429 -0.2 -0.3 -0.2
P -3.734 0.426 -0.433 -0.2 1.6 -0.7
O -2.588 -0.362 0.037 -0.7 0.0 -0.1
O -3.432 1.700 -1.358 -0.3 -0.2 1.1
C -2.926 1.682 -2.674 0.4 -0.9 -1.3
O -4.643 1.003 0.746 0.8 -0.6 -1.2
C -5.741 1.901 0.465 0.3 -0.2 0.2
H -6.241 -1.320 -0.447 -0.4 -0.4 -0.6
H -4.663 -1.965 -0.152 -0.1 0.0 0.1
H -5.260 -2.389 -1.671 -0.7 0.5 -0.5
H -1.970 2.185 -2.828 0.0 0.3 0.9
H -3.618 2.138 -3.384 -0.3 0.1 0.3
H -2.739 0.662 -3.021 -0.1 -0.1 0.1
H -6.594 1.433 0.953 -0.1 0.4 0.1
H -5.952 2.026 -0.597 0.2 -0.2 -0.1
H -5.449 2.862 0.883 -0.3 0.0 0.1
C 2.143 1.048 -4.837 -1.0 -1.0 1.0
O 2.235 2.007 -3.754 0.4 -0.3 -1.1
P 2.920 1.583 -2.416 -0.1 1.4 1.2
O 2.172 0.663 -1.548 0.3 -0.1 -0.4
O 4.388 1.138 -2.801 -0.4 -0.1 -0.4
C 5.364 0.901 -1.784 0.0 -0.6 -0.1
O 3.170 3.019 -1.771 0.7 -0.6 -0.3
C 2.114 3.760 -1.163 0.5 0.7 0.5
H 2.303 0.046 -4.428 0.3 0.0 -0.2
H 2.834 1.245 -5.650 0.0 0.3 0.1
H 1.091 1.005 -5.113 0.1 0.3 -0.5
H 4.990 1.201 -0.806 0.3 0.4 0.0
H 6.269 1.388 -2.143 0.0 0.3 0.5
H 5.598 -0.164 -1.708 -0.3 0.0 -0.2
H 2.550 4.641 -0.680 0.4 -0.3 0.1
H 1.679 3.146 -0.377 -0.8 0.1 -0.4
H 1.502 4.220 -1.940 -0.6 -0.7 0.2
```
Forces are in eV/Å.

## Properties
Total charge: -1
HOMO level, eV: -3.50
Orbital gap, eV: 3.48

***

| no. | molar mass (g mol⁻¹) |
| --- | --- |
| 1 | 496.75 |
| 2 | 162.14 |
| 3 | 958.75 |